No. 1
{
  "formula": "C36H27CrN6O5PSSe2",
  "method": "the ωB97M-V functional and the def2-TZVPD basis",
  "symbols": ["Cr", "O", "N", "C", "C", "C", "C", "C", "C", "C", "P", "C", "C", "C", "C", "C", "C", "C", "C", "C", "C", "C", "C", "H", "H", "H", "H", "H", "H", "H", "H", "H", "H", "H", "H", "H", "H", "H", "H", "O", "C", "O", "C", "C", "C", "C", "C", "C", "S", "H", "H", "H", "H", "Se", "N", "C", "C", "C", "C", "N", "C", "N", "H", "H", "H", "O", "C", "C", "C", "C", "O", "N", "H", "H", "H", "H", "Se", "C", "N"],
  "positions_angstrom": [[-0.075, -1.306, 0.378], [1.589, -3.624, 0.916], [1.654, -2.262, 0.846], [2.780, -1.916, 1.256], [3.335, -0.588, 1.579], [4.672, -0.623, 1.962], [5.343, 0.512, 2.379], [4.664, 1.717, 2.454], [3.331, 1.762, 2.082], [2.663, 0.630, 1.618], [0.914, 0.772, 1.096], [0.205, 1.574, 2.588], [-0.091, 0.752, 3.678], [-0.642, 1.282, 4.835], [-0.894, 2.645, 4.924], [-0.579, 3.472, 3.858], [-0.033, 2.941, 2.695], [0.950, 2.145, -0.108], [-0.253, 2.800, -0.396], [-0.273, 3.877, -1.268], [0.906, 4.311, -1.868], [2.097, 3.657, -1.595], [2.121, 2.574, -0.723], [0.757, -3.853, 0.460], [3.440, -2.750, 1.458], [5.197, -1.572, 1.921], [6.389, 0.455, 2.654], [5.166, 2.612, 2.802], [2.786, 2.696, 2.143], [0.088, -0.309, 3.612], [-0.896, 0.619, 5.655], [-1.344, 3.059, 5.820], [-0.772, 4.537, 3.918], [0.191, 3.602, 1.869], [-1.171, 2.491, 0.088], [-1.216, 4.368, -1.481], [0.890, 5.147, -2.558], [3.016, 3.977, -2.075], [3.053, 2.050, -0.540], [-3.202, 1.485, 1.069], [-2.664, 0.678, 0.304], [-1.657, -0.043, 0.637], [-3.228, 0.589, -1.108], [-4.539, 0.988, -1.324], [-5.077, 1.040, -2.603], [-4.273, 0.713, -3.690], [-2.955, 0.316, -3.513], [-2.438, 0.240, -2.219], [-0.582, -2.096, -3.761], [-5.127, 1.266, -0.458], [-6.106, 1.343, -2.752], [-4.675, 0.762, -4.698], [-2.337, 0.016, -4.346], [-4.551, -3.857, 0.901], [-3.928, -5.216, -0.105], [-2.728, -4.829, -0.502], [-1.882, -5.594, -1.331], [-0.661, -5.047, -1.713], [-0.278, -3.802, -1.273], [-0.986, -3.034, -0.388], [-2.254, -3.501, -0.030], [-3.092, -2.834, 0.718], [-2.206, -6.569, -1.676], [-0.011, -5.564, -2.405], [0.644, -3.369, -1.625], [-1.187, -0.090, -1.910], [-0.130, -0.684, -2.701], [0.602, 0.368, -3.556], [2.064, 0.041, -3.291], [2.057, -0.598, -1.910], [3.118, -0.714, -1.248], [0.810, -0.980, -1.568], [0.354, 1.380, -3.221], [0.315, 0.252, -4.595], [2.719, 0.910, -3.257], [2.467, -0.669, -4.016], [-1.105, -3.160, 4.801], [-0.759, -2.434, 3.223], [-0.491, -1.936, 2.207]],
  "total_charge": -2,
  "multiplicity": 5,
  "gap_ev": [4.462, 5.310]
}

---

No. 2
{
  "formula": "C2H9N2O",
  "method": "the ωB97M-V functional and the def2-TZVPD basis",
  "symbols": ["C", "N", "H", "H", "H", "H", "H", "H", "C", "N", "O", "H", "H", "H"],
  "positions_angstrom": [[-0.452, -2.154, -0.412], [-0.139, -1.582, 0.925], [-0.310, -3.234, -0.343], [0.223, -1.773, -1.170], [-1.506, -1.974, -0.584], [0.749, -1.882, 1.333], [-0.090, -0.533, 0.842], [-0.875, -1.747, 1.620], [0.268, 2.157, 0.166], [0.525, 2.818, -0.942], [-0.090, 0.991, 0.250], [0.384, 2.775, 1.073], [0.912, 3.746, -0.912], [0.401, 2.390, -1.847]],
  "total_charge": 1,
  "multiplicity": 1,
  "gap_ev": 11.536
}

---

The records above give, respectively, max |F| values of 0.0420 0.0258 hartree/bohr.
The records above give, respectively, energy above the lowest of the compared OMol25 structures with the same formula, charge and spin values of 52.5 8.5 kcal/mol.